[1]
Molecular formula: C34H68O68S17
Method: DFT, ωB97M-V/def2-TZVPD

Geometry (Å):
1 C 10.790104 17.798346 14.904977
2 C 12.238975 17.560851 15.223785
3 O 12.365407 17.933230 16.662599
4 S 11.053338 18.616493 17.235944
5 O 11.375577 19.902390 17.775425
6 O 10.352409 17.724046 18.103733
7 O 10.271975 18.806836 15.812758
8 H 10.352352 16.801424 15.014910
9 H 10.524018 18.025165 13.889148
10 H 12.866710 18.127366 14.547885
11 H 12.482282 16.527588 15.169573
12 C 15.438357 18.290622 23.979930
13 C 14.913545 19.480535 23.167424
14 O 14.944319 18.971419 21.843674
15 S 14.674404 17.482697 21.708932
16 O 15.802726 16.976016 20.925458
17 O 13.339940 17.203276 21.230366
18 O 14.782589 17.169825 23.242455
19 H 15.134486 18.242397 25.064786
20 H 16.549475 18.157173 23.951241
21 H 15.418569 20.427065 23.143143
22 H 13.854564 19.636583 23.452267
23 C 11.030777 23.785265 17.041810
24 C 12.334744 23.983884 17.780804
25 O 13.171325 24.544587 16.645570
26 S 12.894800 23.760015 15.337683
27 O 13.842531 22.659383 15.233683
28 O 12.783613 24.548569 14.170251
29 O 11.424061 23.139953 15.815167
30 H 10.505001 24.762782 16.967409
31 H 10.334283 23.058649 17.526776
32 H 12.670442 23.032277 18.054084
33 H 12.384545 24.768457 18.526509
34 C 18.836698 16.439976 21.267915
35 C 18.442008 17.030620 19.960800
36 O 19.756779 17.002847 19.222909
37 S 20.964530 17.132482 20.224574
38 O 21.372805 18.503184 20.206203
39 O 21.894339 16.101607 19.979371
40 O 20.141191 16.933385 21.571867
41 H 18.882224 15.373311 21.162704
42 H 18.184516 16.684415 22.080377
43 H 18.003660 18.014605 19.928464
44 H 17.728684 16.294552 19.485304
45 C 12.577820 18.805647 10.181183
46 C 11.955669 18.530124 8.799763
47 O 13.016709 18.484695 7.858919
48 S 14.366649 18.055032 8.670997
49 O 15.539766 18.708347 8.103405
50 O 14.442859 16.717873 8.928244
51 O 13.985579 18.818631 9.948862
52 H 12.489197 18.002549 10.974940
53 H 12.406720 19.780513 10.655194
54 H 11.348271 19.352245 8.410310
55 H 11.408765 17.520242 8.700070
56 C 13.423444 14.001779 12.218380
57 C 12.931228 13.843655 13.683126
58 O 11.550402 14.250070 13.784455
59 S 11.250394 15.214633 12.499356
60 O 11.665785 16.575980 12.731736
61 O 9.935169 15.006486 12.030114
62 O 12.265063 14.545356 11.535541
63 H 13.759042 13.095017 11.665566
64 H 14.212159 14.692218 12.256626
65 H 13.539746 14.491158 14.290443
66 H 13.027643 12.855307 14.024470
67 C 18.742295 11.286763 17.244347
68 C 19.985393 11.954742 17.860019
69 O 19.467645 12.801116 18.899611
70 S 17.934925 12.459768 19.235607
71 O 17.186300 13.578169 18.772313
72 O 17.843046 12.005426 20.583718
73 O 17.763186 11.182164 18.308287
74 H 19.011953 10.246584 16.889764
75 H 18.393257 11.952100 16.446334
76 H 20.479738 12.541665 17.105258
77 H 20.725464 11.225220 18.222585
78 C 13.933605 14.268333 19.210929
79 C 12.944660 14.744994 18.114832
80 O 12.197232 13.507199 17.702272
81 S 13.072444 12.245519 17.993139
82 O 13.892412 11.923775 16.888993
83 O 12.334904 11.208195 18.543689
84 O 14.054448 12.875558 19.038826
85 H 13.534614 14.444952 20.199122
86 H 14.945889 14.750459 19.119265
87 H 13.345320 15.091457 17.154492
88 H 12.218919 15.404072 18.482725
89 C 17.732299 23.709621 20.962163
90 C 18.526440 23.164714 19.806033
91 O 18.782107 21.748564 20.147542
92 S 17.508528 21.257382 20.939022
93 O 17.815690 20.104672 21.704743
94 O 16.448956 21.150891 20.047438
95 O 17.444285 22.550187 21.820906
96 H 16.847897 24.205334 20.616265
97 H 18.388212 24.308228 21.536179
98 H 19.485147 23.668596 19.706078
99 H 17.979291 23.174535 18.885032
100 C 18.295101 17.966361 13.037635
101 C 17.947344 17.377747 11.636081
102 O 16.443215 17.216405 11.561440
103 S 15.782458 17.527644 13.019062
104 O 15.057326 16.315161 13.389715
105 O 15.025758 18.765615 12.997621
106 O 17.126565 17.625413 13.882649
107 H 18.262431 19.059238 12.886530
108 H 19.230827 17.685388 13.560012
109 H 18.450468 16.401842 11.380427
110 H 18.229865 18.155754 10.915408
111 C 17.249497 23.751879 15.612750
112 C 16.739095 24.979477 14.900121
113 O 16.531195 25.991890 16.010793
114 S 17.345237 25.638078 17.353060
115 O 16.440598 25.539400 18.434609
116 O 18.521386 26.404902 17.544836
117 O 17.878968 24.227595 16.881647
118 H 17.987102 23.202911 15.028349
119 H 16.413099 23.048369 15.904416
120 H 15.741640 24.815894 14.414638
121 H 17.489215 25.401627 14.187345
122 C 16.496190 15.000212 16.066126
123 C 17.933938 15.543895 16.404737
124 O 18.544458 15.583724 15.104574
125 S 18.106942 14.403423 14.203976
126 O 18.978041 13.275677 14.395445
127 O 17.940854 14.864856 12.857336
128 O 16.711436 14.130781 14.896848
129 H 15.849503 15.812650 15.696797
130 H 16.033302 14.390312 16.787887
131 H 18.682111 15.003330 17.124798
132 H 17.827716 16.591305 16.684352
133 C 12.876105 20.914421 20.462038
134 C 11.697000 20.964784 21.459857
135 O 11.504508 22.284906 21.838915
136 S 12.927284 23.009576 21.803641
137 O 13.679911 22.644537 22.953079
138 O 12.655713 24.372338 21.526805
139 O 13.398167 22.315108 20.443086
140 H 12.546330 20.575344 19.504669
141 H 13.628957 20.278451 20.895342
142 H 11.885602 20.427566 22.406153
143 H 10.831488 20.626004 20.968640
144 C 15.432001 21.683918 10.501715
145 C 16.684047 20.898969 10.145692
146 O 17.641418 21.437038 11.152552
147 S 16.975267 22.150076 12.399092
148 O 17.222083 23.570545 12.441721
149 O 17.168886 21.295191 13.540652
150 O 15.547180 21.995528 11.856026
151 H 14.585821 21.070040 10.429600
152 H 15.260578 22.654334 10.092151
153 H 17.099080 21.038815 9.212800
154 H 16.577377 19.816668 10.303984
155 C 10.751951 25.009597 8.214951
156 C 10.960931 25.635564 9.653332
157 O 11.886694 24.711461 10.321469
158 S 12.031284 23.316446 9.518486
159 O 11.678304 22.186057 10.316597
160 O 13.256611 23.186345 8.828903
161 O 10.822645 23.585537 8.509611
162 H 11.555613 25.204175 7.471037
163 H 9.759289 25.188923 7.801951
164 H 10.068328 25.659458 10.279118
165 H 11.457221 26.591815 9.661965
166 C 22.101799 19.683567 17.160521
167 C 20.640727 19.962887 17.657670
168 O 19.843731 20.495297 16.504567
169 S 20.813423 20.362702 15.248290
170 O 20.613283 21.408713 14.329338
171 O 20.711563 19.012778 14.803297
172 O 22.159975 20.523250 16.001246
173 H 22.342690 18.694204 16.922962
174 H 22.698112 20.147819 17.947691
175 H 20.567903 20.677827 18.499970
176 H 20.211196 19.116955 18.107623
177 C 14.601827 20.688820 17.194692
178 C 14.971190 20.207073 15.697597
179 O 15.395673 18.832820 15.865828
180 S 15.771947 18.495226 17.352563
181 O 17.071059 18.895595 17.674455
182 O 15.493753 17.129281 17.680902
183 O 14.720068 19.509253 18.026256
184 H 13.543912 20.999066 17.313944
185 H 15.379735 21.359702 17.476296
186 H 15.814674 20.643385 15.173632
187 H 14.094834 20.281455 15.044803

Forces on atoms 1 to 2 (eV/Å):
-1.1 -1.2 0.1
0.0 1.1 0.5

- charge = 0
- gap between HOMO and LUMO (eV) = 10.66
- energy (Ha) = -13221.42622
- E_HOMO (eV) = -10.67
- energy relative to the best compared isomer or geometry (same formula, charge and spin) (eV) = 0.0000
- M (g mol⁻¹) = 2109.989
- E_LUMO (eV) = -0.01

[2]
Molecular formula: C5H3Cl2NO
Method: DFT, ωB97M-V/def2-TZVPD

Geometry (Å):
1 C 0.013633 1.498110 -0.297272
2 C 1.206617 1.013174 0.055503
3 C -1.213365 0.763645 -0.466578
4 C -1.307592 -0.536895 -0.279613
5 C 0.748179 -1.284960 0.464105
6 N 0.674411 -2.455354 0.778951
7 O 1.548644 -0.279873 0.393807
8 Cl -2.599897 1.752907 -0.984466
9 Cl -2.536927 -1.636712 -0.446352
10 H -0.036542 2.554047 -0.507079
11 H 2.084928 1.635858 0.127697
12 H 1.417910 -3.023947 1.161297

Forces on atoms 1 to 2 (eV/Å):
0.7 -0.3 0.2
-0.5 0.8 -0.2

- charge = 0
- gap between HOMO and LUMO (eV) = 8.94
- energy (Ha) = -1242.55761
- E_HOMO (eV) = -8.68
- energy relative to the best compared isomer or geometry (same formula, charge and spin) (eV) = 0.2677
- M (g mol⁻¹) = 163.991
- E_LUMO (eV) = 0.26

[3]
Molecular formula: H16O8
Method: DFT, ωB97M-V/def2-TZVPD

Geometry (Å):
1 O -0.998282 -1.591719 -18.562155
2 H -0.900093 -1.908460 -19.464496
3 H -0.990820 -0.631982 -18.640677
4 O -5.368608 -1.104192 -16.847521
5 H -4.673570 -0.539967 -17.202648
6 H -5.633942 -0.702694 -16.016347
7 O -2.943282 1.646250 -20.697410
8 H -2.083203 1.347568 -21.002318
9 H -3.193434 1.016115 -20.008976
10 O -0.686920 -2.530726 -16.021144
11 H -0.285166 -1.735231 -15.663801
12 H -1.280363 -2.216549 -16.714306
13 O -6.163114 0.963272 -21.056388
14 H -5.817394 0.077774 -20.903476
15 H -7.004861 0.826404 -21.498422
16 O -3.648278 -0.768562 -19.119985
17 H -4.298176 -1.231862 -19.666787
18 H -3.162768 -1.465221 -18.660721
19 O -5.679717 -2.026692 -20.756536
20 H -5.920529 -2.167697 -21.677665
21 H -5.681789 -2.903154 -20.364250
22 O -3.382978 -4.274752 -19.008283
23 H -2.896994 -4.680061 -19.732602
24 H -4.288482 -4.227198 -19.321364

Forces on atoms 1 to 2 (eV/Å):
0.0 0.2 -0.2
0.0 -0.1 0.0

- charge = 0
- gap between HOMO and LUMO (eV) = 10.45
- energy (Ha) = -611.49081
- SMILES = O.O.O.O.O.O.O.O
- E_HOMO (eV) = -10.73
- energy relative to the best compared isomer or geometry (same formula, charge and spin) (eV) = 2.4982
- M (g mol⁻¹) = 144.120
- E_LUMO (eV) = -0.29